This record from the Open Molecules 2025 dataset describes C4H6NO as an isolated structure. The level of theory is ωB97M-V/def2-TZVPD.

Geometry (Å):
O1 -1.1392 0.3648 -2.7039
N1 0.1499 -0.1504 -0.4050
C1 -1.1453 0.6166 -1.5983
C2 1.3514 -0.8478 -0.2642
C3 -0.4644 0.5182 0.4720
C4 -1.7062 0.9098 -0.2426
H1 2.1207 -0.5081 -1.0890
H2 -0.0196 0.4957 1.4641
H3 -2.5522 0.1995 -0.1251
H4 1.8192 -0.9228 0.8064
H5 1.1580 -1.9191 -0.4208
H6 -2.2297 1.8965 -0.1215

charge: +1
E: -285.66261 Eh

Löwdin population analysis, charges in e, atoms 1 to 8: 0.34 -0.04 -0.07 -0.07 -0.03 -0.01 0.15 0.16

This record from the Open Molecules 2025 dataset describes an isolated ion of composition C3H8N3O and charge +1. The level of theory is ωB97M-V/def2-TZVPD.

Geometry (Å):
O1 -1.1226 -1.1047 -0.4813
N1 0.0065 -1.4438 0.3824
N2 0.5430 0.9533 -0.5216
N3 -0.5029 0.7722 -1.4694
C1 0.4198 0.8435 0.9214
C2 0.7162 -0.5750 1.4770
C3 -1.3027 -0.2977 -1.6116
H1 1.1624 1.6017 1.1656
H2 -0.2843 -2.3454 0.6021
H3 -0.6784 1.0191 1.0784
H4 -1.9998 -0.6651 -2.2927
H5 -0.5323 1.3621 -2.2875
H6 0.3916 -0.7135 2.5529
H7 1.4869 1.3178 -0.8013
H8 1.6967 -0.7245 1.2857

charge: +1
SMILES: C1=[NH+]NCCNO1
E: -358.14872 Eh

Löwdin population analysis, charges in e, atoms 1 to 8: -0.06 0.04 -0.04 0.10 -0.16 -0.06 0.09 0.13

This record from the Open Molecules 2025 dataset describes a 2-piece molecular cluster, C5H14S overall. The level of theory is ωB97M-V/def2-TZVPD.

Geometry (Å):
S1 -4.1622 0.5835 -2.7111
C1 3.4887 -0.3498 1.6986
C2 4.6118 -0.7986 0.7396
C3 -2.8956 0.2493 -1.3765
C4 2.1706 -0.7519 1.1155
C5 -5.5391 1.3088 -1.6579
H1 3.5499 -0.6928 2.7359
H2 -5.8562 0.3846 -1.1267
H3 5.6041 -0.6463 1.2364
H4 3.4583 0.6001 2.1945
H5 4.7475 -0.0137 -0.1062
H6 2.1523 -0.0366 0.2613
H7 1.4322 -0.4385 1.8504
H8 -6.3019 1.8381 -2.2955
H9 -5.1128 2.0203 -0.7698
H10 -2.9130 -0.8467 -1.1173
H11 -3.1477 0.6728 -0.3478
H12 4.6379 -1.8948 0.4148
H13 1.9378 -1.7301 0.8561
H14 -1.8625 0.5423 -1.5943

SMILES: CCC.CSC
E: -596.99827 Eh

Löwdin population analysis, charges in e, atoms 1 to 8: 0.65 -0.36 -0.13 -0.44 -0.14 -0.44 0.09 0.01

This record from the Open Molecules 2025 dataset describes C6H12O as an isolated structure. The level of theory is ωB97M-V/def2-TZVPD.

Geometry (Å):
O1 -1.8811 0.6833 1.4940
C1 -0.4053 -0.0471 -0.8823
C2 -1.8974 0.6029 0.1064
C3 -1.6071 -0.7906 -0.4014
C4 1.6306 1.0936 0.0692
C5 0.7532 -0.1565 0.0954
C6 1.5427 -1.3835 -0.3862
H1 2.5239 0.9703 0.6928
H2 1.8652 -1.2505 -1.4253
H3 2.4330 -1.5255 0.2364
H4 -1.4877 -1.4821 0.4410
H5 0.4285 -0.3496 1.1321
H6 -2.7510 1.0820 -0.3849
H7 1.9442 1.3130 -0.9576
H8 -1.8346 1.6123 1.7534
H9 -2.3022 -1.1696 -1.1514
H10 -1.0158 1.2124 -0.4176
H11 1.0820 1.9680 0.4435
H12 0.9407 -2.2976 -0.3317

E: -310.90720 Eh

Löwdin population analysis, charges in e, atoms 1 to 8: -0.01 -0.05 -0.31 -0.17 -0.09 -0.49 -0.08 0.08